Molecular formula: C20H41O2Si4
Method: DFT, ωB97M-V/def2-TZVPD

As for the HOMO energy: -0.3793 hartree. The maximum force comes out at 3.15 eV/Å. As for the charge: +1. The value obtained for the HOMO-LUMO gap is 5.171 eV. The value obtained for the LUMO energy is -5.15 eV.

Structure (XYZ):
```
67
Properties=species:S:1:pos:R:3:forces:R:3:nbo_charge:R:1
C -3.65617 2.38784 0.90765 -0.3 0.8 -0.4 -0.269
O -2.78119 1.27722 0.63796 1.8 -0.4 0.1 -0.433
C -1.48866 1.34606 0.83957 -2.0 -0.1 2.5 0.524
C -0.87088 0.15068 1.33131 0.3 -0.8 -0.7 -0.249
C 0.15080 0.23902 2.30582 0.0 0.3 -0.4 -0.110
C 0.58394 -0.91202 2.95564 0.0 -0.1 0.1 -0.212
C 0.02810 -2.15765 2.63061 -0.1 0.5 0.0 -0.105
C -0.96932 -2.25008 1.64766 0.0 0.0 -0.2 -0.231
C -1.40703 -1.11769 0.98073 0.0 0.2 0.5 -0.061
H -4.58577 2.14423 0.39332 0.2 0.1 0.1 0.233
H -3.83525 2.45792 1.98773 0.2 -0.2 -0.3 0.221
H -3.24968 3.33430 0.52393 0.0 -0.3 0.1 0.212
H -1.03098 2.32960 1.01677 -0.2 -0.3 -0.2 0.227
H 0.55125 1.22568 2.55705 0.0 -0.4 0.0 0.239
H 1.34663 -0.84125 3.73526 -0.3 0.0 -0.3 0.245
H 0.34969 -3.05282 3.16642 -0.1 0.3 -0.2 0.243
H -1.41903 -3.21592 1.42108 0.2 0.2 0.0 0.243
H -2.19059 -1.16306 0.22580 0.2 -0.1 0.2 0.233
C 4.56856 0.74313 -5.45424 0.1 0.1 -0.2 -1.101
Si 3.20038 2.00123 -5.17871 -0.4 0.1 0.3 1.245
C 3.86089 3.75329 -5.01327 0.1 0.1 -0.3 -1.104
C 1.94142 1.98582 -6.57449 0.1 0.1 -0.2 -1.100
Si 2.04783 1.54713 -3.20913 -0.2 0.7 0.0 0.439
Si 1.07558 -0.57939 -3.31903 -0.3 0.7 0.0 1.238
C 1.56055 -1.34086 -4.96815 -0.1 -0.4 0.2 -1.101
C 1.65703 -1.57372 -1.83362 -0.1 -0.5 -0.1 -1.104
C -0.80456 -0.48950 -3.25922 -0.2 -0.3 0.1 -1.106
Si 3.57739 1.71680 -1.47424 -0.4 0.1 -0.6 1.227
C 4.92009 0.41561 -1.68993 0.1 0.1 0.3 -1.098
C 4.24529 3.46905 -1.58191 0.2 0.0 0.4 -1.105
C 2.67735 1.48805 0.16071 0.2 0.0 0.5 -1.115
O 0.93189 2.93007 -3.07133 -0.4 -1.1 0.1 -0.839
C -0.33260 2.78849 -2.58941 0.8 -0.3 0.8 0.441
C -1.39946 3.32872 -3.48337 -0.4 0.1 0.0 -0.669
C -0.63068 2.20419 -1.39347 0.3 1.0 -1.4 -0.665
H 5.05146 1.00954 -6.40536 0.0 -0.2 0.2 0.247
H 5.32880 0.76822 -4.66555 -0.1 0.0 -0.2 0.236
H 4.19236 -0.28208 -5.54143 0.1 0.3 0.0 0.238
H 4.05890 4.12327 -6.03017 0.1 0.1 0.3 0.242
H 3.12142 4.41955 -4.54487 0.2 -0.2 -0.1 0.246
H 4.79213 3.80429 -4.43650 -0.2 0.0 -0.2 0.237
H 2.44982 2.36224 -7.47457 -0.3 -0.1 0.1 0.242
H 1.53988 0.99106 -6.79585 0.1 0.3 0.0 0.232
H 1.10059 2.65833 -6.35156 0.2 -0.1 0.0 0.241
H 1.03097 -2.30213 -5.03181 0.2 0.1 -0.1 0.242
H 1.24719 -0.73139 -5.82414 0.0 -0.1 0.3 0.244
H 2.63553 -1.53474 -5.05183 -0.2 0.0 0.0 0.241
H 1.19140 -2.56680 -1.92330 0.2 0.1 0.2 0.239
H 2.74434 -1.70624 -1.80696 -0.2 0.0 0.0 0.242
H 1.33159 -1.14228 -0.87792 0.0 0.0 -0.2 0.224
H -1.18160 -1.52269 -3.19593 -0.1 0.2 -0.1 0.234
H -1.17566 0.06817 -2.38952 0.1 -0.2 -0.3 0.233
H -1.20898 -0.02198 -4.16868 0.0 -0.1 0.2 0.242
H 5.57139 0.49315 -0.80662 0.0 -0.2 -0.2 0.242
H 4.51980 -0.60513 -1.72896 0.1 0.3 0.0 0.236
H 5.53086 0.58522 -2.58470 -0.1 0.0 0.3 0.244
H 4.65124 3.72233 -0.59210 0.1 0.2 -0.2 0.238
H 5.04521 3.57001 -2.32557 -0.2 0.0 0.2 0.245
H 3.45108 4.19111 -1.82181 0.2 -0.2 0.1 0.248
H 3.42429 1.50557 0.96788 -0.2 0.0 0.0 0.242
H 1.96705 2.30465 0.34392 0.2 0.0 -0.1 0.225
H 2.13620 0.53822 0.23241 0.1 0.1 -0.1 0.227
H -2.33675 3.35829 -2.91658 0.1 0.1 -0.3 0.209
H -1.15810 4.34367 -3.83161 0.0 -0.4 0.1 0.244
H -1.55341 2.67149 -4.36013 0.2 0.3 0.3 0.236
H -1.69247 2.22674 -1.16469 0.3 -0.2 0.0 0.200
H 0.13013 1.76843 -0.74248 -0.2 0.1 -0.4 0.227
```
Forces are in eV/Å.